[1]
The following is a DFT calculation (wB97M-V/def2-TZVPD) of 2 unconnected molecules or ions with the total composition C5H10N2O.

- energy above the lowest of the compared OMol25 structures with the same formula, charge and spin (kJ/mol) = 183.8
- LUMO energy (eV) = 0.198
- SMILES string = [H]/N=C/C(=C)C.NC=O
- Kohn-Sham gap (eV) = 9.19

Structure (XYZ):
```
18
Properties=species:S:1:pos:R:3:forces:R:3:mulliken_charge:R:1
H 1.66786 1.86028 0.11104 0.115 -0.158 -0.218 0.23
N 1.25222 0.97077 0.38059 0.443 -0.738 -0.570 -0.53
C 1.21161 0.11688 -0.57821 0.324 1.828 0.346 -0.15
C 0.49547 -1.12485 -0.42485 -1.669 -0.745 0.964 1.00
C -0.24160 -1.31552 0.70271 2.286 -1.582 -0.269 -1.35
C 0.38690 -2.01528 -1.62543 -0.028 -0.157 -0.039 -1.34
H 1.55278 0.34810 -1.59702 0.184 -0.033 0.213 0.34
H 0.11020 -0.88861 1.63097 -0.458 0.876 -0.078 0.38
H -0.73450 -2.26109 0.87106 -0.508 -0.067 -0.359 0.38
H 0.09095 -3.02741 -1.34187 -0.046 0.138 -0.042 0.36
H 1.34508 -2.08559 -2.14775 -0.064 0.061 0.024 0.39
H -0.34978 -1.61888 -2.32801 0.049 -0.036 -0.080 0.27
N -1.07711 2.18182 1.67845 -0.157 0.412 0.268 -0.36
C -1.30420 1.57566 0.49356 -0.364 -2.209 0.354 0.24
O -1.43169 2.12820 -0.56900 0.031 0.275 -0.258 -0.56
H -0.75457 3.13884 1.66460 -0.147 -0.075 0.015 0.24
H -0.83191 1.62414 2.47869 0.083 -0.005 -0.156 0.23
H -1.38770 0.39255 0.60044 -0.076 2.216 -0.117 0.22
```
Positions in Å, forces in eV/Å.



[2]
The following is a DFT calculation (wB97M-V/def2-TZVPD) of a molecular structure, C5H10N2O.

- energy above the lowest of the compared OMol25 structures with the same formula, charge and spin (kJ/mol) = 342.6
- LUMO energy (eV) = 0.179
- Kohn-Sham gap (eV) = 8.42

Structure (XYZ):
```
18
Properties=species:S:1:pos:R:3:forces:R:3:mulliken_charge:R:1
C -1.77766 -1.79470 0.24894 0.123 0.181 -1.128 -0.77
C 2.40282 0.34905 -0.57155 0.406 -0.377 0.317 -1.26
C -1.18372 1.93069 -0.01372 0.360 0.008 0.513 -1.25
C 1.06217 -0.08125 -0.01993 3.720 -1.830 -3.734 0.61
C -0.89982 0.45656 0.00667 -5.385 -3.562 -3.037 1.02
O 1.16952 -0.70309 1.20076 -1.748 0.861 0.491 -0.49
N 0.09511 -0.07040 -0.87360 2.562 2.585 3.358 -0.44
N -1.87494 -0.36403 0.16940 -0.881 1.712 3.121 -0.59
H 1.85939 -1.37721 1.19724 0.203 0.420 -0.257 0.36
H -1.47706 -2.11327 1.24795 -0.209 0.131 0.055 0.22
H -2.76068 -2.19166 -0.01494 0.096 -0.131 0.329 0.32
H -1.06319 -2.24035 -0.45178 0.289 0.053 -0.150 0.29
H 2.92157 1.00718 0.12491 0.007 -0.002 0.088 0.31
H 3.02151 -0.53881 -0.70798 0.292 -0.030 -0.017 0.36
H 2.28830 0.84813 -1.52833 -0.102 -0.049 0.060 0.32
H -2.23504 2.08343 0.21540 0.020 -0.098 0.045 0.37
H -0.95453 2.36808 -0.98331 0.135 -0.079 -0.029 0.32
H -0.59376 2.43163 0.75385 0.111 0.207 -0.025 0.29
```
Positions in Å, forces in eV/Å.



[3]
The following is a DFT calculation (wB97M-V/def2-TZVPD) of a single C5H10N2O molecule.

- energy above the lowest of the compared OMol25 structures with the same formula, charge and spin (kJ/mol) = 276.0
- LUMO energy (eV) = 0.966
- SMILES string = O=NN1CCCCC1
- Kohn-Sham gap (eV) = 9.84

Structure (XYZ):
```
18
Properties=species:S:1:pos:R:3:forces:R:3:mulliken_charge:R:1
O 2.80256 0.18047 -0.47701 0.465 0.984 0.017 -0.50
N 1.98459 -0.69751 -0.51138 -0.073 -1.170 -0.093 -0.23
N 1.01560 -0.64730 0.38740 -0.327 -0.663 -0.450 0.51
C 0.65530 0.62626 1.00099 1.414 -0.427 0.102 -0.86
C -0.08570 1.48813 0.01583 0.019 0.271 -0.585 -0.44
C -0.90824 0.56796 -0.88071 0.311 -0.391 1.113 -0.72
C -1.31011 -0.72948 -0.10979 -0.506 -0.864 -3.387 -0.62
C -0.09364 -1.61815 0.13521 1.773 0.687 0.166 -0.56
H 1.58853 1.06151 1.31146 0.331 0.382 0.204 0.34
H 0.10977 0.39299 1.90017 -0.478 0.023 0.217 0.38
H 0.54913 2.08718 -0.65970 0.158 -0.240 0.631 0.26
H -0.65785 2.18804 0.59370 -0.646 0.414 0.160 0.37
H -0.20873 0.28709 -1.66636 -0.404 -0.198 -0.425 0.35
H -1.75341 1.11160 -1.28143 -0.246 -0.193 -0.266 0.40
H -1.94895 -1.28023 -0.84680 0.056 0.269 0.898 0.34
H -1.87789 -0.53700 0.76034 -0.547 0.246 0.984 0.36
H 0.27928 -2.26889 -0.73051 -0.865 0.992 1.146 0.34
H -0.14024 -2.21267 1.05861 -0.436 -0.120 -0.432 0.29
```
Positions in Å, forces in eV/Å.



[4]
The following is a DFT calculation (wB97M-V/def2-TZVPD) of a single C5H10N2O molecule.

- energy above the lowest of the compared OMol25 structures with the same formula, charge and spin (kJ/mol) = 76.1
- LUMO energy (eV) = 0.769
- SMILES string = C[C@H](N)[C@@](C)(O)C#N
- Kohn-Sham gap (eV) = 10.60

Structure (XYZ):
```
18
Properties=species:S:1:pos:R:3:forces:R:3:mulliken_charge:R:1
C -0.79497 -1.66423 0.19701 0.210 0.152 0.005 -1.40
C -0.77380 -0.26917 -0.42551 -0.004 0.046 0.319 0.15
N -0.21375 -0.35274 -1.76749 0.068 0.111 0.244 -0.67
C 0.08213 0.73990 0.38566 0.339 -0.190 -0.592 1.24
C 1.58472 0.58420 0.10963 -0.143 0.149 -0.003 -1.47
O -0.39787 2.02923 0.03561 0.077 0.120 -0.109 -0.59
C -0.09104 0.53353 1.81760 -0.329 -0.098 0.709 -0.21
N -0.17671 0.38103 2.95120 -0.017 0.020 0.120 -0.47
H -1.48937 -2.28563 -0.36908 0.025 -0.088 0.056 0.41
H -1.11921 -1.62887 1.24265 -0.003 -0.085 -0.258 0.40
H 0.20307 -2.12272 0.14393 -0.273 0.102 0.025 0.30
H -1.79991 0.14195 -0.41429 0.257 -0.060 0.079 0.32
H -0.20605 0.56055 -2.20056 -0.113 0.070 -0.145 0.24
H -0.78404 -0.96484 -2.32310 -0.155 -0.154 -0.314 0.25
H 1.86332 -0.46097 0.19236 0.098 -0.110 0.010 0.32
H 2.16794 1.15966 0.82898 -0.033 0.025 0.025 0.42
H 1.80914 0.92646 -0.89338 0.018 -0.008 -0.113 0.37
H 0.13640 2.69267 0.48878 -0.021 -0.002 -0.056 0.37
```
Positions in Å, forces in eV/Å.